Entry 1:
A molecular structure, C62H55BrIIrN4O4STe. Source: the Open Molecules 2025 dataset; level of theory: ωB97M-V with the def2-TZVPD basis set.

Structure (XYZ):
```
130
Properties=species:S:1:pos:R:3:lowdin_charge:R:1
Ir -0.065 0.733 -0.453 1.149
C 5.473 4.972 -0.593 -0.021
C 4.517 3.804 -0.577 -0.231
C 4.900 2.557 -0.076 0.062
C 4.053 1.465 -0.111 -0.072
C 4.485 0.141 0.485 -0.289
O 4.543 0.039 1.691 0.099
C 4.811 -0.982 -0.438 -0.149
C 5.174 -2.212 0.115 -0.012
C 5.505 -3.276 -0.709 -0.049
C 5.476 -3.118 -2.091 -0.061
C 5.112 -1.899 -2.647 -0.067
C 4.786 -0.829 -1.824 -0.014
C 2.757 1.587 -0.625 -0.258
O 1.930 0.514 -0.641 -0.193
C 2.370 2.825 -1.104 -0.126
C 3.238 3.922 -1.075 0.014
C 1.007 2.981 -1.604 -0.155
N 0.036 2.761 -0.690 -0.132
C -0.971 3.835 -0.505 -0.266
C -2.355 3.393 -0.035 -0.433
Te -2.770 3.693 2.050 1.778
C -3.717 1.863 2.319 -0.564
C -4.988 1.841 2.894 -0.128
C -5.630 0.621 3.056 -0.040
C -5.004 -0.558 2.661 -0.029
C -3.736 -0.525 2.084 -0.063
C -3.091 0.687 1.910 -0.190
C 0.791 3.329 -2.994 -0.134
C -0.502 3.379 -3.559 -0.028
C -0.675 3.686 -4.888 -0.042
C 0.432 3.929 -5.704 -0.006
C 1.713 3.842 -5.180 -0.023
C 1.895 3.543 -3.844 0.025
H 6.447 4.692 -0.196 0.086
H 5.089 5.809 -0.008 0.092
H 5.615 5.341 -1.610 0.092
H 5.889 2.437 0.351 0.144
H 5.211 -2.310 1.194 0.122
H 5.811 -4.221 -0.276 0.117
H 5.748 -3.946 -2.735 0.119
H 5.104 -1.774 -3.724 0.116
H 4.524 0.126 -2.263 0.119
H 2.902 4.886 -1.447 0.144
H -1.076 4.391 -1.430 0.108
H -0.531 4.528 0.217 0.118
H -2.538 2.335 -0.222 -0.037
H -3.130 3.968 -0.545 0.072
H -5.486 2.757 3.193 0.113
H -6.622 0.595 3.489 0.128
H -5.508 -1.506 2.800 0.125
H -3.248 -1.439 1.769 0.116
H -2.108 0.701 1.455 0.051
H -1.374 3.164 -2.954 0.092
H -1.671 3.731 -5.305 0.107
H 0.288 4.160 -6.752 0.128
H 2.572 4.002 -5.819 0.126
H 2.898 3.468 -3.452 0.121
C -0.789 -2.944 6.981 -0.034
C -0.893 -1.524 6.480 -0.265
C -2.047 -1.050 5.875 -0.026
C -2.125 0.254 5.398 -0.022
C -1.039 1.104 5.491 -0.223
N -1.169 2.426 4.928 0.147
C -0.241 3.301 4.441 -0.571
O -0.546 4.447 4.135 -0.001
N 1.045 2.774 4.291 0.137
C 1.244 1.653 3.454 -0.203
C 2.187 0.670 3.719 0.058
C 2.251 -0.434 2.887 -0.003
C 1.442 -0.506 1.776 -0.092
N 0.580 0.476 1.484 -0.067
C 0.466 1.516 2.321 -0.043
C 0.107 0.659 6.134 -0.029
C 0.168 -0.638 6.622 -0.021
H -1.637 -3.548 6.659 0.079
H -0.766 -2.965 8.073 0.095
H 0.134 -3.413 6.639 0.083
H -2.906 -1.705 5.771 0.117
H -3.040 0.605 4.932 0.099
H -2.082 2.841 5.006 0.134
H 1.801 3.441 4.333 0.170
H 2.850 0.762 4.570 0.148
H 2.942 -1.237 3.098 0.133
H 1.483 -1.334 1.093 0.066
H -0.266 2.268 2.073 0.075
H 0.937 1.336 6.289 0.117
H 1.060 -0.964 7.147 0.128
Br -5.050 1.191 -0.919 0.848
C -4.566 1.597 -2.697 -0.709
C -5.444 2.349 -3.462 -0.101
C -5.169 2.582 -4.803 -0.032
C -4.019 2.070 -5.384 -0.059
C -3.116 1.351 -4.614 -0.166
C -3.387 1.124 -3.271 -0.655
I -2.009 -0.079 -2.229 1.295
H -6.353 2.729 -3.015 0.115
H -5.870 3.154 -5.399 0.128
H -3.830 2.209 -6.441 0.126
H -2.213 0.951 -5.060 0.105
O -0.069 -1.399 -0.689 -0.840
S -0.206 -2.855 -0.182 1.045
C 1.520 -3.517 -0.230 -0.235
C 1.889 -4.336 -1.429 -0.316
C 1.915 -5.724 -1.351 -0.043
C 2.303 -6.478 -2.451 -0.046
C 2.655 -5.847 -3.636 -0.051
C 2.608 -4.462 -3.724 -0.062
C 2.226 -3.708 -2.624 -0.060
C -0.986 -3.749 -1.547 -0.255
C -2.476 -3.864 -1.314 -0.302
C -3.379 -3.419 -2.270 -0.090
C -4.748 -3.551 -2.064 -0.060
C -5.222 -4.143 -0.904 -0.062
C -4.326 -4.594 0.058 -0.061
C -2.961 -4.450 -0.145 -0.061
H 1.589 -4.103 0.689 0.107
H 2.142 -2.622 -0.152 0.078
H 1.649 -6.221 -0.422 0.124
H 2.341 -7.558 -2.378 0.119
H 2.969 -6.436 -4.489 0.118
H 2.882 -3.971 -4.651 0.115
H 2.199 -2.623 -2.683 0.119
H -0.506 -4.728 -1.573 0.109
H -0.742 -3.202 -2.459 0.102
H -3.014 -3.003 -3.204 0.099
H -5.444 -3.202 -2.817 0.115
H -6.287 -4.280 -0.762 0.116
H -4.691 -5.069 0.960 0.114
H -2.263 -4.817 0.603 0.112
```

Properties
**Frontier orbital gap (alpha / beta)**: 5.81 / 4.24 eV
**HOMO (alpha / beta)**: -14.5810 / -14.5760 eV
**<S²>**: 0.756
**Total charge**: +3
**ΔE to the lowest compared entry with this formula, charge and spin**: 143.3 kJ/mol
**Spin multiplicity**: 2

---

Entry 2:
A molecular structure, C62H57AsF7GeNO4P3PdS2. Source: the Open Molecules 2025 dataset; level of theory: ωB97M-V with the def2-TZVPD basis set.

Structure (XYZ):
```
139
Properties=species:S:1:pos:R:3:lowdin_charge:R:1
Pd 0.260 -0.467 -0.358 0.113
F -0.130 -4.112 -2.470 -0.328
Ge 0.549 -2.649 -1.582 0.789
C 0.440 -3.704 0.184 -0.247
C 0.873 -5.022 0.009 -0.109
C 1.257 -5.818 1.075 -0.083
C 1.222 -5.312 2.365 -0.093
C 0.738 -4.033 2.575 -0.106
C 0.328 -3.242 1.503 -0.398
P -0.508 -1.643 1.763 1.035
C -2.253 -2.222 1.722 -0.371
C -3.253 -1.283 1.494 -0.130
C -4.591 -1.642 1.540 -0.078
C -4.947 -2.959 1.785 -0.085
C -3.959 -3.909 1.992 -0.082
C -2.624 -3.542 1.969 -0.094
C -0.339 -1.378 3.570 -0.379
C 0.757 -0.622 3.973 -0.112
C 0.974 -0.338 5.312 -0.081
C 0.078 -0.792 6.268 -0.092
C -1.025 -1.538 5.875 -0.086
C -1.232 -1.832 4.537 -0.091
C 0.124 -1.530 -3.242 -0.272
C 0.883 -1.766 -4.379 -0.103
C 0.715 -0.995 -5.523 -0.085
C -0.253 -0.006 -5.562 -0.078
C -1.058 0.211 -4.452 -0.082
C -0.846 -0.528 -3.300 -0.374
P -1.778 -0.444 -1.743 1.049
C -2.881 1.005 -1.758 -0.343
C -2.489 2.226 -2.296 -0.109
C -3.304 3.343 -2.190 -0.066
C -4.526 3.252 -1.544 -0.087
C -4.936 2.035 -1.012 -0.089
C -4.122 0.920 -1.122 -0.118
C -2.966 -1.793 -2.107 -0.333
C -3.979 -1.591 -3.043 -0.087
C -4.827 -2.624 -3.393 -0.083
C -4.663 -3.882 -2.824 -0.090
C -3.645 -4.097 -1.912 -0.068
C -2.805 -3.051 -1.553 -0.106
C 2.478 -2.960 -1.809 -0.283
C 2.992 -4.059 -2.501 -0.104
C 4.356 -4.260 -2.580 -0.082
C 5.234 -3.365 -1.970 -0.082
C 4.737 -2.270 -1.294 -0.082
C 3.356 -2.075 -1.209 -0.371
P 2.641 -0.586 -0.419 1.042
C 3.305 -0.629 1.280 -0.354
C 3.712 -1.807 1.894 -0.079
C 4.161 -1.792 3.208 -0.076
C 4.233 -0.601 3.910 -0.101
C 3.817 0.581 3.308 -0.102
C 3.330 0.561 2.013 -0.134
C 3.724 0.628 -1.277 -0.340
C 3.469 0.777 -2.638 -0.105
C 4.311 1.532 -3.435 -0.073
C 5.422 2.149 -2.883 -0.088
C 5.682 2.011 -1.528 -0.090
C 4.839 1.254 -0.728 -0.100
H 0.929 -5.422 -0.992 0.087
H 1.603 -6.828 0.894 0.098
H 1.548 -5.913 3.204 0.097
H 0.670 -3.651 3.586 0.099
H -2.979 -0.258 1.267 0.082
H -5.356 -0.896 1.366 0.102
H -5.990 -3.246 1.800 0.099
H -4.228 -4.942 2.173 0.101
H -1.860 -4.292 2.133 0.105
H 1.441 -0.241 3.225 0.066
H 1.837 0.247 5.600 0.098
H 0.234 -0.564 7.314 0.097
H -1.732 -1.890 6.615 0.099
H -2.103 -2.406 4.248 0.102
H 1.637 -2.544 -4.379 0.093
H 1.348 -1.166 -6.384 0.098
H -0.383 0.601 -6.448 0.101
H -1.830 0.968 -4.491 0.095
H -1.540 2.320 -2.799 0.058
H -2.960 4.284 -2.594 0.099
H -5.159 4.125 -1.452 0.100
H -5.894 1.952 -0.513 0.099
H -4.462 -0.029 -0.734 0.081
H -4.104 -0.616 -3.500 0.111
H -5.611 -2.452 -4.118 0.098
H -5.324 -4.693 -3.103 0.096
H -3.492 -5.073 -1.475 0.107
H -2.013 -3.241 -0.846 0.060
H 2.310 -4.751 -2.978 0.100
H 4.747 -5.111 -3.124 0.098
H 6.303 -3.520 -2.038 0.098
H 5.417 -1.556 -0.844 0.110
H 3.665 -2.744 1.353 0.108
H 4.459 -2.720 3.678 0.103
H 4.599 -0.592 4.928 0.101
H 3.848 1.514 3.854 0.103
H 2.963 1.475 1.564 0.093
H 2.595 0.309 -3.078 0.100
H 4.080 1.658 -4.482 0.110
H 6.073 2.750 -3.502 0.100
H 6.543 2.495 -1.086 0.100
H 5.073 1.144 0.322 0.095
C 1.194 4.015 3.508 -0.185
C -0.157 3.406 3.859 -0.454
As -0.877 2.292 2.393 1.233
C -2.052 3.614 1.516 -0.433
C -1.346 4.904 1.137 -0.163
C -2.215 1.352 3.529 -0.447
C -3.586 1.976 3.731 -0.174
H 1.602 4.601 4.336 0.064
H 1.137 4.666 2.635 0.048
H 1.917 3.233 3.265 0.041
H -0.890 4.172 4.131 0.064
H -0.054 2.738 4.717 0.045
H -2.891 3.831 2.182 0.047
H -2.452 3.128 0.625 0.041
H -0.939 5.410 2.014 0.054
H -2.046 5.593 0.660 0.075
H -0.539 4.739 0.429 0.031
H -1.714 1.211 4.493 0.051
H -2.338 0.349 3.124 -0.002
H -3.532 2.950 4.221 0.063
H -4.203 1.328 4.358 0.066
H -4.113 2.115 2.787 0.055
F 1.848 5.261 -0.381 0.125
C 2.238 4.091 -0.887 -0.655
F 3.313 4.288 -1.644 0.142
F 2.584 3.314 0.140 0.109
S 0.867 3.274 -1.877 0.555
O 0.274 2.354 -0.948 -0.358
O 1.496 2.761 -3.059 -0.270
N -0.204 4.405 -2.159 -0.294
S 0.096 5.548 -3.218 0.583
O -0.973 6.499 -3.142 -0.294
O 1.461 5.993 -3.236 -0.281
C -0.159 4.743 -4.897 -0.655
F 0.996 4.397 -5.461 0.131
F -0.774 5.602 -5.720 0.119
F -0.928 3.653 -4.811 0.114
```

Properties
**Frontier orbital gap**: 6.86 eV
**HOMO**: -4.6149 eV
**Total charge**: -1
**Spin multiplicity**: 1

---

Number 1: strongest force on any atom 2.42 eV/A. Number 2: strongest force on any atom 0.62 eV/A.